A 12-piece molecular cluster, C52H52N12O24 overall, computed with wB97M-V/def2-TZVPD.

XYZ file:
```
140
Properties=species:S:1:pos:R:3:forces:R:3:mulliken_charge:R:1
O -12.122 -8.804 -18.297 0.00 0.00 -0.08 -0.60
O -14.033 -7.873 -17.947 0.03 -0.02 -0.01 -0.50
O -17.260 -1.318 -24.608 0.09 -0.14 -0.01 -0.61
O -11.291 -8.335 -11.314 0.03 -0.03 -0.03 -0.64
O -18.253 -9.961 -19.049 0.14 0.06 0.02 -0.57
O -13.261 -1.441 -18.324 -0.31 0.37 -0.48 -0.48
O -4.777 0.938 -13.391 -0.04 -0.05 0.10 -0.60
O -19.269 -7.854 -15.512 0.18 -0.19 0.20 -0.57
O -17.134 -2.019 -13.745 -0.10 0.15 0.23 -0.64
O -12.413 -7.376 -12.882 0.04 -0.15 0.02 -0.51
O -10.184 -2.356 -19.151 0.47 -0.54 0.32 -0.67
O -16.231 -5.237 -17.869 0.08 0.03 -0.07 -0.33
O -15.722 -2.826 -24.579 0.14 -0.02 -0.10 -0.59
O -16.165 -6.503 -16.152 0.17 -0.15 0.25 -0.37
O -16.694 -4.049 -14.296 -0.16 0.08 0.03 -0.51
O -19.119 -6.294 -14.049 -0.06 0.11 0.31 -0.56
O -18.474 -8.813 -20.854 0.08 0.10 -0.07 -0.57
O -9.623 -0.853 -17.712 -0.13 -0.06 -0.20 -0.63
O -9.638 -6.977 -14.582 -0.05 0.12 -0.02 -0.59
O -5.053 -0.753 -12.084 0.06 -0.08 0.03 -0.61
O -9.076 -4.982 -15.173 0.06 -0.04 0.03 -0.44
O -13.717 -2.764 -19.966 0.11 0.18 -0.11 -0.60
O -15.347 2.792 -12.735 -0.06 0.18 0.19 -0.61
O -16.830 1.475 -13.583 0.11 0.08 -0.06 -0.55
N -12.223 -7.668 -11.714 0.09 0.21 -0.13 1.07
N -16.632 -2.211 -24.069 -0.28 0.22 0.20 0.98
N -12.996 -8.384 -17.572 0.00 0.13 0.08 1.00
N -9.440 -1.901 -18.303 0.40 -0.02 0.37 1.13
N -8.982 -5.965 -14.458 0.14 -0.09 -0.15 1.15
N -18.792 -7.368 -14.503 -0.20 0.25 -0.44 1.08
N -17.340 -3.016 -14.402 0.65 -0.09 0.14 1.15
N -5.434 0.022 -12.937 0.15 0.26 -0.12 1.03
N -15.676 -5.646 -16.866 -0.80 -0.13 -0.15 1.19
N -15.687 1.774 -13.299 0.03 0.04 -0.13 0.95
N -18.369 -8.913 -19.651 -0.21 -0.01 0.06 0.93
N -13.120 -1.828 -19.470 0.05 0.51 -0.01 1.09
C -16.603 -3.800 -20.715 0.67 -0.02 -0.16 -0.15
C -19.952 -1.737 -16.719 -0.40 0.14 -0.22 -0.87
C -7.417 0.872 -14.122 -0.01 0.41 -0.13 -0.75
C -9.276 -0.595 -14.540 0.45 0.14 -0.33 -0.66
C -14.621 0.837 -13.662 -0.16 -0.82 0.29 0.27
C -7.985 -5.930 -13.378 -0.22 0.14 0.35 -0.33
C -8.696 0.666 -14.622 -0.08 -0.23 0.20 -0.94
C -12.753 -8.489 -16.108 -0.16 -0.58 0.21 -0.51
C -18.211 -2.106 -22.193 -0.86 -0.10 0.44 -0.51
C -15.209 -5.995 -10.243 0.30 -0.13 -0.32 -0.68
C -18.605 -2.481 -20.911 0.20 -0.25 -0.17 -0.26
C -17.720 -8.115 -13.805 0.27 -0.09 -0.14 -0.72
C -13.812 -4.199 -17.403 0.18 -0.36 -0.20 -0.75
C -12.150 -1.098 -20.316 0.38 0.60 -0.18 -0.85
C -6.992 -4.697 -18.156 -0.26 0.14 -0.06 -0.59
C -16.166 -3.398 -21.969 -0.55 0.10 0.20 -0.66
C -18.630 -4.084 -16.168 0.26 -0.91 0.38 1.19
C -15.031 -6.270 -8.897 -0.16 -0.04 -0.03 -0.48
C -6.182 -5.812 -11.315 -0.26 -0.38 0.28 -0.58
C -8.164 -6.776 -12.297 0.11 -0.17 0.19 -0.54
C -6.783 -0.169 -13.479 -0.43 -0.42 0.26 0.14
C -13.504 0.736 -12.853 0.36 0.59 0.13 -0.56
C -13.844 -5.387 -15.288 0.29 -0.05 0.15 0.09
C -7.392 -1.403 -13.289 0.59 0.00 -0.36 -0.49
C -17.014 -2.572 -22.684 0.26 -0.07 -0.55 0.07
C -19.618 -4.088 -17.130 -0.02 0.51 0.43 -1.04
C -12.703 -1.059 -14.234 -0.01 -0.10 0.77 -0.22
C -6.970 -4.990 -13.425 -0.24 0.04 -0.09 0.53
C -6.038 -4.960 -12.400 0.10 0.01 -0.08 -0.94
C -7.256 -6.695 -11.252 -0.04 0.24 -0.14 -0.54
C -13.174 -7.147 -10.727 -0.39 -0.20 -0.12 -0.03
C -18.377 -2.960 -15.413 -0.44 0.03 -0.99 -0.53
C -12.554 -3.729 -17.094 0.77 -0.10 0.34 0.27
C -11.935 -4.064 -15.887 -0.66 0.94 -0.32 -0.26
C -8.258 -2.686 -17.950 0.57 -0.05 -0.19 -0.09
C -12.508 -0.167 -13.175 -0.31 -0.38 -0.19 -0.96
C -20.251 -2.885 -17.435 0.11 -0.90 -0.41 -0.28
C -6.068 -4.206 -17.243 -0.14 -0.39 0.36 -0.47
C -12.982 -7.430 -9.390 0.41 0.15 0.03 -0.60
C -13.881 -1.026 -14.952 -0.04 0.32 -0.69 0.02
C -14.406 -5.055 -16.498 -0.02 -0.04 -0.13 -0.42
C -19.045 -1.777 -15.681 0.37 0.33 0.64 -0.47
C -13.895 -6.950 -8.472 -0.13 -0.11 0.19 -0.47
C -18.447 -7.667 -18.821 -0.65 -0.62 -0.16 -0.40
C -6.291 -2.985 -16.621 0.17 0.52 -0.66 -0.41
C -7.333 -2.179 -17.054 -0.48 0.00 0.77 -0.37
C -12.623 -4.823 -14.960 0.17 -0.55 0.35 -0.70
C -14.277 -6.448 -11.171 -0.49 0.31 -0.03 -0.02
C -8.091 -3.932 -18.520 -0.18 -0.42 0.05 -0.34
C -14.833 -0.054 -14.692 -0.11 0.16 -0.30 -0.85
C -17.818 -3.371 -20.202 0.35 -0.09 0.32 -0.36
C -8.603 -1.637 -13.907 -0.73 0.03 0.19 0.10
H -15.937 -4.411 -20.120 -0.25 -0.13 0.01 0.25
H -17.283 -7.460 -13.062 -0.09 0.03 0.07 0.25
H -18.832 -0.909 -15.070 -0.03 0.02 -0.11 0.58
H -19.305 -7.842 -18.173 0.19 0.05 0.23 0.29
H -18.159 -9.005 -13.364 -0.05 0.00 -0.02 0.35
H -9.063 -2.617 -13.857 0.09 -0.02 0.00 0.51
H -18.096 -3.754 -19.228 -0.14 0.23 0.03 0.42
H -12.112 -7.998 -9.097 0.01 0.02 0.09 0.50
H -5.503 -5.816 -10.472 0.19 0.25 -0.17 0.39
H -12.513 -9.530 -15.901 0.22 0.06 -0.14 0.45
H -16.050 -5.426 -10.617 -0.13 -0.09 0.18 0.51
H -19.903 -5.039 -17.558 0.07 0.15 -0.40 0.39
H -17.534 -7.616 -18.241 0.03 0.30 -0.02 0.07
H -16.987 -8.383 -14.561 -0.05 -0.08 -0.01 0.19
H -11.906 -7.855 -15.863 -0.04 0.09 0.06 0.14
H -10.206 -0.740 -15.071 -0.11 -0.17 0.23 0.70
H -19.526 -2.104 -20.489 -0.08 -0.07 -0.09 0.38
H -12.027 -3.066 -17.769 -0.05 -0.41 0.17 -0.20
H -20.462 -0.811 -16.947 0.05 0.03 -0.01 0.42
H -6.925 -5.703 -18.546 0.26 0.06 -0.10 0.40
H -18.934 -1.569 -22.791 0.44 0.32 -0.21 0.44
H -15.230 -3.726 -22.390 0.04 0.01 0.01 0.51
H -9.281 1.462 -15.064 0.27 0.12 -0.13 0.46
H -14.052 -1.668 -15.808 0.13 -0.22 0.16 0.57
H -7.490 -1.215 -16.589 -0.04 0.03 -0.14 0.62
H -15.817 -6.008 -8.200 0.22 0.20 0.12 0.39
H -14.476 -6.269 -12.218 0.32 0.01 -0.05 0.53
H -14.264 -3.974 -18.357 -0.11 -0.01 0.31 0.30
H -18.675 -6.842 -19.484 0.47 0.14 -0.03 0.20
H -11.264 -0.880 -19.725 -0.65 0.06 -0.13 0.17
H -8.834 -4.337 -19.191 -0.01 0.10 -0.02 0.45
H -20.923 -2.921 -18.284 -0.28 0.45 0.23 0.50
H -11.884 -1.741 -21.147 -0.17 0.12 -0.13 0.29
H -5.208 -4.268 -12.470 -0.03 0.04 0.16 0.50
H -13.718 -7.121 -7.418 -0.13 -0.09 -0.01 0.38
H -12.579 -0.145 -20.612 -0.44 -0.17 -0.19 0.38
H -7.420 -7.296 -10.368 0.12 -0.09 -0.03 0.43
H -12.220 -5.058 -13.982 0.21 0.05 -0.09 0.58
H -15.712 0.028 -15.317 -0.09 -0.04 0.16 0.41
H -14.299 -6.117 -14.639 -0.25 0.18 0.09 0.48
H -13.662 -8.249 -15.570 0.02 0.36 -0.12 0.03
H -6.852 -2.172 -12.756 -0.11 -0.01 0.04 0.62
H -5.645 -2.574 -15.856 0.21 -0.22 -0.08 0.42
H -11.616 -0.216 -12.566 0.03 -0.04 0.00 0.53
H -18.068 -4.987 -15.981 -0.10 0.00 0.14 0.12
H -11.982 -1.847 -14.401 0.04 0.10 -0.19 0.54
H -6.966 -4.264 -14.227 0.18 -0.16 -0.13 0.47
H -6.903 1.820 -14.215 -0.08 0.00 -0.01 0.49
H -5.222 -4.828 -16.976 -0.01 0.08 0.11 0.42
H -13.397 1.372 -11.984 -0.06 0.11 -0.12 0.44
H -10.994 -3.583 -15.666 0.17 -0.33 0.12 0.31
H -8.993 -7.468 -12.233 -0.04 0.06 -0.23 0.56
```
Positions in Å, forces in eV/Å.

Values from the calculation:
E_tot: -121755.9893 eV
F_max: 0.0232 Eh/bohr
spin multiplicity: 1
orbital gap: 8.434 eV
SMILES string: O=[N+]([O-])c1ccccc1.O=[N+]([O-])c1ccccc1.O=[N+]([O-])c1ccccc1.O=[N+]([O-])c1ccccc1.O=[N+]([O-])c1ccccc1.O=[N+]([O-])c1ccccc1.O=[N+]([O-])c1ccccc1.O=[N+]([O-])c1ccccc1.C[N+](=O)[O-].C[N+](=O)[O-].C[N+](=O)[O-].C[N+](=O)[O-]
total charge: 0
relative energy (zero: lowest compared OMol25 entry of this formula, charge and spin): 0.0 kJ/mol


A 2-piece molecular cluster, C52H52N3O3 overall, computed with wB97M-V/def2-TZVPD.

XYZ file:
```
110
Properties=species:S:1:pos:R:3:forces:R:3:mulliken_charge:R:1
O -5.324 -3.214 -4.267 0.63 0.00 0.50 -0.45
O 3.328 -5.123 3.877 -0.73 0.23 -0.61 -0.43
O -1.747 2.349 0.013 -1.24 0.77 0.29 -0.73
N -5.277 4.433 -0.212 0.56 -0.41 0.60 -1.44
N -4.323 3.454 -0.416 -1.38 0.04 1.30 1.46
N -4.390 3.795 1.729 -0.68 -0.22 -1.49 1.93
C -3.439 3.874 5.843 0.02 -0.08 -0.12 0.84
C 2.143 -4.591 3.478 0.10 0.02 -0.16 0.92
C -3.083 3.905 7.303 0.01 -0.04 0.21 -1.63
C -5.889 0.075 3.112 0.17 0.37 -0.10 -0.54
C -3.365 -2.723 -2.887 -0.53 0.06 -0.18 -1.01
C 1.735 -4.530 2.122 0.08 -0.09 0.37 -0.46
C 1.292 -4.079 4.492 0.47 -0.30 -0.39 -0.71
C -4.071 3.838 3.123 0.02 -0.21 0.81 -0.47
C -3.902 1.817 -2.199 0.16 0.45 -0.17 0.80
C -4.425 0.692 -1.371 0.12 -0.46 0.14 -0.54
C -4.251 -0.181 4.875 -0.01 -0.02 -0.04 -1.11
C -5.569 -0.282 4.424 -0.23 -0.11 0.07 -0.77
C -5.117 -2.641 -0.691 0.51 0.29 0.52 -0.06
C 0.511 -3.970 1.804 0.05 0.17 0.35 -0.84
C 0.083 -3.518 4.158 -0.20 0.03 -0.49 -0.55
C -7.394 5.850 1.165 0.34 -0.24 0.47 -0.77
C 4.193 -5.694 2.869 -0.19 0.15 0.26 -0.81
C -3.198 3.910 -3.905 -0.12 -0.34 0.06 -0.96
C -5.072 3.563 4.064 0.17 -0.22 0.30 1.55
C -8.310 6.675 1.807 0.20 0.25 0.10 -0.68
C -5.669 6.525 2.756 -0.11 -0.61 -0.39 0.26
C -4.904 0.583 2.266 -0.02 -0.29 0.36 0.20
C -3.941 3.151 -1.754 0.13 -0.55 -1.21 -0.04
C -4.518 -3.062 -5.458 -0.23 -0.11 0.35 -0.73
C -3.246 0.232 4.012 -0.07 0.11 -0.49 -0.88
C -3.749 -2.288 -0.505 0.19 0.28 -0.91 0.68
C -3.381 1.550 -3.469 -0.28 0.51 0.24 -0.97
C -2.682 2.082 0.805 2.44 -3.23 0.94 -0.26
C -3.553 0.620 2.677 -0.41 -0.31 0.81 1.26
C -3.882 2.959 0.753 0.31 2.13 -0.34 -0.32
C -3.056 2.590 -4.343 0.08 0.01 0.37 0.37
C -3.198 -1.956 0.793 -0.32 -1.45 0.36 -0.83
C -2.521 0.939 1.739 -0.83 2.60 -1.28 1.41
C -2.781 4.203 3.517 0.06 -0.20 0.48 0.69
C -3.683 5.645 -2.186 -0.07 0.71 -0.18 -1.31
C -1.954 -2.470 1.155 0.31 0.19 0.30 0.27
C -1.113 0.561 1.985 0.49 0.07 -0.10 -2.15
C -4.743 -3.010 -3.054 0.18 0.32 -0.08 0.92
C -6.586 7.371 3.374 -0.15 0.00 -0.20 -0.69
C -7.913 7.420 2.925 0.15 -0.15 -0.06 -0.45
C -2.566 2.280 -5.728 0.08 0.00 -0.24 -1.43
C -5.281 4.660 1.076 1.20 -0.65 -0.39 0.59
C -1.735 4.686 2.561 0.51 0.20 -0.12 -1.86
C -0.339 -3.418 2.801 0.59 -0.39 -0.03 0.80
C -2.899 -2.348 -1.638 -0.12 -0.31 0.30 -0.14
C -5.596 -3.027 -1.921 0.28 0.01 -0.80 -0.89
C -3.629 4.218 -2.612 0.31 -0.60 0.02 0.76
C -2.470 4.159 4.883 -0.29 0.13 -0.40 -0.96
C -4.735 3.584 5.423 0.13 0.14 -0.35 -0.86
C -1.563 -2.761 2.461 -0.32 0.46 -0.55 -0.70
C -6.098 5.689 1.700 -0.83 1.00 0.22 -0.08
C -6.489 3.254 3.693 -0.46 -0.20 0.03 -2.25
H 1.630 -4.154 5.521 -0.09 0.04 -0.12 0.43
H -4.130 -2.037 -5.549 -0.14 -0.26 0.11 0.25
H -2.232 -2.486 3.282 0.12 -0.02 -0.24 0.47
H -2.157 5.200 1.688 0.08 -0.23 0.12 0.25
H -4.628 5.881 -1.689 0.35 0.09 -0.23 0.21
H -0.616 1.268 2.675 -0.02 -0.19 -0.12 0.44
H -8.634 8.056 3.440 0.21 -0.18 -0.17 0.40
H -1.577 1.801 -5.706 -0.20 0.14 0.03 0.30
H -2.951 4.728 -4.586 -0.09 -0.23 0.22 0.30
H -6.354 -0.634 5.093 0.22 0.02 -0.16 0.37
H -1.097 5.412 3.087 -0.16 -0.21 -0.23 0.67
H -5.360 0.944 -0.854 0.15 0.04 -0.14 0.33
H -1.079 3.875 2.212 -0.24 0.18 -0.06 0.20
H -1.268 -2.730 0.344 -0.32 -0.04 0.32 -0.17
H -1.450 4.397 5.192 -0.27 0.02 -0.06 0.50
H -3.686 -3.779 -5.470 -0.26 0.15 -0.01 0.34
H -4.624 6.497 3.076 -0.41 -0.05 0.05 0.39
H 4.498 -4.939 2.131 -0.07 -0.17 0.27 0.34
H -3.965 3.696 7.916 0.19 0.04 -0.03 0.39
H -6.888 2.502 4.388 0.10 0.20 -0.25 0.60
H -7.130 4.146 3.774 0.22 -0.16 -0.06 0.36
H -0.571 -3.129 4.936 0.14 -0.04 -0.10 0.40
H -5.512 3.367 6.160 0.22 0.06 -0.21 0.33
H 5.055 -6.041 3.437 -0.08 0.01 -0.23 0.25
H 3.706 -6.539 2.359 0.10 0.23 0.21 0.35
H -6.582 2.851 2.679 -0.02 0.11 0.20 0.23
H -3.693 0.371 -0.619 -0.20 0.13 -0.10 -0.35
H -3.254 0.512 -3.783 -0.20 0.24 0.04 0.58
H -2.858 5.907 -1.510 -0.15 -0.14 -0.05 0.27
H -1.044 -0.435 2.425 0.10 0.08 0.04 0.16
H -5.140 0.890 1.245 -0.06 -0.35 0.32 -0.18
H -3.997 -0.437 5.906 -0.15 0.05 -0.29 0.51
H 2.379 -4.929 1.334 -0.33 0.15 0.31 0.38
H -2.313 3.159 7.538 -0.16 0.14 -0.05 0.34
H -6.631 -3.323 -2.079 0.19 0.14 0.13 0.43
H -4.621 -0.176 -2.009 -0.06 0.22 0.08 0.50
H -5.213 -3.275 -6.273 0.24 0.05 0.09 0.26
H -3.250 1.590 -6.240 0.14 0.18 0.09 0.33
H -2.210 0.299 4.359 -0.39 -0.04 -0.11 0.52
H -7.659 5.284 0.271 -0.06 0.08 0.35 0.43
H -0.559 0.582 1.039 -0.03 -0.01 0.27 0.41
H -9.332 6.736 1.431 0.28 0.07 0.11 0.41
H -6.909 -0.022 2.733 0.25 0.07 0.25 0.45
H -3.588 6.273 -3.079 0.02 -0.02 0.25 0.46
H -3.905 -1.677 1.576 0.16 0.07 -0.06 0.54
H -2.684 4.886 7.593 -0.11 -0.22 -0.08 0.34
H -1.845 -2.083 -1.530 -0.35 -0.03 -0.08 0.39
H 0.204 -3.964 0.759 0.12 0.00 0.30 0.39
H -6.263 7.994 4.212 -0.13 -0.19 -0.31 0.42
H -5.784 -2.633 0.174 0.16 0.02 -0.24 0.44
H -2.686 -2.775 -3.741 -0.24 0.14 0.36 0.36
H -2.489 3.196 -6.321 0.02 -0.22 0.03 0.36
```
Positions in Å, forces in eV/Å.

Values from the calculation:
E_tot: -65372.9605 eV
F_max: 0.0809 Eh/bohr
spin multiplicity: 1
orbital gap: 4.173 eV
total charge: +1